(1)
C8H18OS2 | ωB97M-V/def2-TZVPD

XYZ file:
```
29
C8H18OS2, DFT ωB97M-V/def2-TZVPD
C 2.13 -1.26 0.46
C 2.14 -0.86 -1.13
C 2.70 0.60 -1.31
C 1.90 1.90 -1.16
C -2.34 1.26 -0.35
C -2.06 -0.22 -0.11
C -2.35 -0.55 1.46
C -1.88 -1.94 1.85
H 3.22 -1.16 0.90
H 1.59 -0.42 1.01
H 1.52 -2.13 0.57
H 1.22 -0.93 -1.80
H 2.70 -1.70 -1.72
H 3.42 0.93 -0.48
H 3.09 0.57 -2.37
H 1.80 2.34 -0.01
H 2.44 2.69 -1.73
H -2.54 1.36 -1.35
H -3.18 1.74 0.12
H -1.12 -0.66 -0.25
H -2.64 -0.70 -0.91
H -1.99 0.37 2.09
H -3.61 -0.63 1.58
H -0.84 -2.18 1.51
H -2.62 -2.66 1.42
H -1.75 -1.79 3.05
O -0.21 1.92 0.83
S 0.30 1.65 -1.87
S -1.03 2.48 -0.32
```

## Properties
E	-1187.05980	Ha
gap between HOMO and LUMO	9.172	eV
2S+1	1
energy relative to the best compared isomer or geometry (same formula, charge and spin)	377.3	kJ/mol



(2)
C8H18P | ωB97M-V/def2-TZVPD

XYZ file:
```
27
C8H18P, DFT ωB97M-V/def2-TZVPD
C 2.59 1.72 0.37
C 1.84 0.69 0.60
C 2.62 -1.45 -0.24
C -2.63 -1.14 0.30
C -1.23 1.11 1.40
C -1.61 0.86 -1.69
C 0.08 -1.11 -0.14
C 1.49 -0.40 -0.41
P -1.34 0.06 -0.02
H 2.87 2.33 1.18
H 2.80 2.14 -0.69
H 1.67 0.47 1.67
H 2.31 -2.50 0.00
H 2.89 -1.59 -1.39
H 3.58 -1.24 0.31
H -3.67 -0.53 0.51
H -2.37 -1.55 1.25
H -2.99 -1.74 -0.57
H -0.47 1.95 1.41
H -0.86 0.70 2.34
H -2.18 1.58 1.68
H -0.80 1.22 -2.13
H -2.44 1.71 -1.70
H -2.16 0.09 -2.38
H -0.25 -1.72 -1.07
H 0.26 -1.66 0.76
H 1.53 -0.03 -1.41
```

## Properties
E	-656.65032	Ha
gap between HOMO and LUMO	10.480	eV
2S+1	1
net charge	+1
energy relative to the best compared isomer or geometry (same formula, charge and spin)	73.2	kJ/mol



(3)
C8H18Si | ωB97M-V/def2-TZVPD

XYZ file:
```
27
C8H18Si, DFT ωB97M-V/def2-TZVPD
C -0.18 -2.37 0.18
C -0.39 -1.49 -0.98
C 0.53 -1.05 -0.21
C -3.79 0.59 -0.44
C 0.62 2.02 0.04
C 3.00 -0.01 -1.33
C 2.99 0.29 1.44
C -3.17 -0.13 0.75
Si 1.74 0.41 -0.03
H -0.83 -2.25 1.04
H 0.55 -3.17 -0.01
H -0.89 -1.49 -1.91
H -2.72 0.57 1.43
H -3.06 0.96 -1.10
H -4.50 1.46 -0.27
H -4.35 -0.16 -1.10
H 0.60 2.37 1.08
H 1.19 2.91 -0.50
H -0.37 1.82 -0.32
H 3.58 -0.79 -1.01
H 2.48 -0.47 -2.25
H 3.56 0.88 -1.66
H 2.64 -0.37 2.29
H 4.03 -0.24 1.12
H 3.12 1.29 1.83
H -2.47 -0.84 0.54
H -3.89 -0.76 1.36
```

## Properties
E	-604.97678	Ha
SMILES string	C[Si](C)(C)C1=CC1.CC
gap between HOMO and LUMO	10.040	eV
2S+1	1
energy relative to the best compared isomer or geometry (same formula, charge and spin)	254.8	kJ/mol



(4)
C8H19CdNO12S3 | ωB97M-V/def2-TZVPD

XYZ file:
```
44
C8H19CdNO12S3, DFT ωB97M-V/def2-TZVPD
Cd -0.06 -1.26 -0.32
S -2.54 -0.49 -2.72
O -3.78 -1.16 -3.08
O -2.53 0.53 -3.75
O -2.35 0.00 -1.40
O -1.36 -1.36 -2.76
S -0.32 -4.68 0.96
O -0.51 -5.00 2.40
O -0.40 -5.95 0.25
O -1.22 -3.61 0.58
O 0.76 -3.76 0.66
C 3.36 -0.95 -2.03
C 3.34 0.17 -1.03
N 2.07 0.86 -0.99
C 2.28 1.89 0.05
C 1.02 2.72 0.35
C 1.72 1.54 -2.28
C 2.71 2.59 -2.88
H 4.15 -1.63 -1.73
H 3.71 -0.69 -3.03
H 2.43 -1.52 -1.97
H 3.82 -0.16 -0.11
H 4.17 0.83 -1.26
H 3.06 2.65 -0.03
H 2.61 1.50 1.01
H -0.01 2.43 0.11
H 1.18 3.78 0.17
H 0.95 2.67 1.44
H 1.60 0.77 -3.04
H 0.75 2.04 -2.27
H 2.15 3.10 -3.66
H 3.11 3.29 -2.15
H 3.51 1.96 -3.29
C -4.14 -1.30 3.57
C -4.55 0.14 2.93
O -3.55 1.08 3.27
S -2.16 0.29 3.79
O -1.48 1.12 4.81
O -1.40 -0.34 2.70
O -3.22 -0.84 4.52
H -3.64 -2.01 2.91
H -4.95 -1.81 4.09
H -5.50 0.43 3.38
H -4.77 0.15 1.86
```

## Properties
E	-2635.93349	Ha
gap between HOMO and LUMO	3.749	eV
2S+1	1
net charge	-2
energy relative to the best compared isomer or geometry (same formula, charge and spin)	359.3	kJ/mol



(5)
C8H19CeClI2O2P | ωB97M-V/def2-TZVPD

XYZ file:
```
34
C8H19CeClI2O2P, DFT ωB97M-V/def2-TZVPD
I -0.37 -2.88 -0.22
I -0.36 2.81 -0.18
Ce -0.08 -0.03 0.01
P -0.04 -0.03 -2.76
C -1.66 -0.05 -3.43
C 0.86 1.40 -3.28
H 1.81 -1.57 -2.71
H 1.09 -1.25 -4.33
H 0.28 -2.37 -3.16
C 0.88 -1.46 -3.28
H 1.80 1.52 -2.74
H 1.05 1.21 -4.34
H -1.52 -0.05 -4.51
H -2.23 0.84 -3.12
H 0.26 2.31 -3.15
H -2.21 -0.95 -3.11
C -2.15 -0.04 -0.14
O -3.30 -0.04 -0.09
Cl 2.38 -0.01 -0.27
C 1.56 -1.64 2.72
C 0.10 -1.33 2.93
O -0.29 -0.08 2.23
C 0.21 1.17 2.90
C -0.99 1.96 3.32
H 1.80 -1.84 1.66
H 1.76 -2.53 3.27
H 2.21 -0.84 3.07
H -0.57 -2.07 2.53
H -0.15 -1.15 3.96
H 0.84 0.87 3.72
H 0.85 1.66 2.14
H -1.56 1.39 4.05
H -0.61 2.85 3.79
H -1.63 2.22 2.49
```

## Properties
<S²>	0.753
E	-2338.10327	Ha
gap between HOMO and LUMO (alpha / beta)	6.750 / 4.926	eV
2S+1	2
net charge	+2
energy relative to the best compared isomer or geometry (same formula, charge and spin)	279.4	kJ/mol



(6)
C8H19ClN | ωB97M-V/def2-TZVPD

XYZ file:
```
29
C8H19ClN, DFT ωB97M-V/def2-TZVPD
C 0.19 1.93 1.56
C -1.55 1.91 -0.27
C 0.23 -2.56 -0.41
C -2.15 -1.80 0.08
C 1.88 0.26 -0.99
C -0.87 1.08 0.82
C -0.75 -1.31 -0.36
C -0.29 -0.24 0.56
N 3.27 0.13 -0.61
Cl 0.57 -0.85 1.91
H 1.12 1.88 0.94
H -0.18 2.88 1.58
H 0.41 1.64 2.53
H -2.38 1.25 -0.64
H -0.80 2.36 -1.00
H -2.05 2.80 0.29
H 1.24 -2.21 -0.41
H -0.05 -3.05 -1.34
H -0.06 -3.22 0.47
H -2.91 -1.12 0.21
H -2.03 -2.15 1.00
H -2.45 -2.59 -0.70
H 1.50 -0.37 -1.81
H 1.64 1.30 -0.85
H -1.73 0.81 1.59
H -1.02 -0.97 -1.39
H 3.90 0.88 -0.87
H 3.53 -0.86 -0.76
H 3.35 0.24 0.46
```

## Properties
E	-830.73780	Ha
gap between HOMO and LUMO (alpha / beta)	6.674 / 8.244	eV
2S+1	1
net charge	+1
energy relative to the best compared isomer or geometry (same formula, charge and spin)	218.5	kJ/mol



(7)
C8H19ClNP | ωB97M-V/def2-TZVPD

XYZ file:
```
30
C8H19ClNP, DFT ωB97M-V/def2-TZVPD
Cl -1.52 0.05 -2.13
N -1.07 0.29 1.17
P -0.78 -0.56 -0.34
C -1.68 1.89 2.87
C -0.94 2.79 0.62
C -3.15 1.50 0.91
C 0.56 -2.63 -1.62
C 1.66 -1.56 0.37
C -0.36 -3.10 0.68
C -1.68 1.64 1.35
C 0.32 -2.03 -0.22
H -0.37 0.05 1.90
H -0.66 2.07 3.20
H -2.29 2.78 3.12
H -2.05 1.03 3.44
H -0.93 2.64 -0.46
H 0.06 2.91 0.93
H -1.46 3.72 0.85
H -3.65 0.64 1.39
H -3.73 2.40 1.16
H -3.25 1.37 -0.19
H 1.27 -3.49 -1.52
H 1.01 -1.83 -2.26
H -0.36 -2.97 -2.11
H 2.40 -2.36 0.33
H 1.44 -1.25 1.39
H 2.03 -0.71 -0.20
H -1.39 -3.29 0.32
H 0.18 -4.04 0.69
H -0.38 -2.68 1.73
```

## Properties
E	-1172.43380	Ha
SMILES string	CC(C)(C)NP(Cl)C(C)(C)C
gap between HOMO and LUMO	6.129	eV
2S+1	1



(8)
C8H19CoNO5 | ωB97M-V/def2-TZVPD

XYZ file:
```
34
C8H19CoNO5, DFT ωB97M-V/def2-TZVPD
Co -26.69 42.17 21.23
O -27.55 43.03 23.21
C -28.36 44.15 22.91
C -28.52 44.47 21.33
O -27.62 43.97 20.38
H -28.02 45.02 23.47
H -29.38 44.07 23.28
H -28.65 45.54 21.16
H -29.52 44.09 21.11
O -25.27 41.78 19.72
C -24.11 41.35 20.35
C -24.25 40.77 21.87
O -24.93 41.65 22.76
H -23.45 42.21 20.26
H -23.52 40.68 19.73
H -23.30 40.45 22.28
H -24.83 39.86 21.80
C -27.69 39.14 22.54
C -27.71 39.34 21.00
C -28.53 38.27 20.19
O -29.80 38.29 20.63
C -30.43 37.07 20.30
N -28.22 40.70 20.79
H -27.30 38.19 22.90
H -28.70 39.33 22.90
H -27.00 39.90 22.89
H -26.77 39.35 20.43
H -28.09 37.30 20.45
H -28.45 38.32 19.11
H -31.50 37.21 20.41
H -30.15 36.14 20.79
H -30.28 36.73 19.27
H -28.25 40.80 19.79
H -29.19 40.63 21.06
```

## Properties
<S²>	3.756
E	-2129.74923	Ha
gap between HOMO and LUMO (alpha / beta)	4.017 / 3.988	eV
2S+1	4
net charge	-2
energy relative to the best compared isomer or geometry (same formula, charge and spin)	160.9	kJ/mol